Entry 1:
A cluster of 3 separate species, C20H44N2O9 in total. Source: the OMol25 dataset; level of theory: ωB97M-V/def2-TZVPD.

Summary:
**Highest occupied orbital energy**: -8.58 eV
**Lowest unoccupied orbital energy**: 0.49 eV
**SMILES**: CCOCCOC[C@H]1COC(=O)O1.COCCNCCOC.COCCNCCOC
**Spin multiplicity**: 1

Each line ends with the Mulliken charge.
Positions of all 75 atoms, in Å:
C -2.87 -7.95 1.54  -1.031
C -3.88 -7.16 2.39  -0.306
O -3.68 -5.75 2.30  -0.341
C -4.50 -5.05 1.38  -0.618
C -5.02 -3.76 2.02  -0.507
O -4.46 -2.60 1.42  -0.418
C -3.61 -1.83 2.24  -0.944
C -2.14 -2.25 2.08  0.969
C -1.25 -1.36 1.21  -0.851
O -0.70 -0.45 2.18  -0.218
C -0.47 -1.26 3.26  0.487
O 0.44 -1.17 4.02  -0.535
O -1.46 -2.18 3.34  -0.368
H -2.04 -7.28 1.29  0.284
H -3.33 -8.30 0.61  0.281
H -2.49 -8.81 2.08  0.335
H -3.75 -7.41 3.45  0.277
H -4.91 -7.40 2.10  0.355
H -3.90 -4.78 0.50  0.314
H -5.32 -5.68 1.03  0.512
H -6.11 -3.69 1.90  0.359
H -4.80 -3.80 3.09  0.286
H -3.87 -1.91 3.30  0.400
H -3.74 -0.78 1.94  0.368
H -2.13 -3.27 1.66  0.088
H -1.73 -0.83 0.39  0.462
H -0.42 -1.97 0.83  0.355
C 1.93 1.07 1.48  -0.912
O 2.94 1.70 0.71  -0.112
C 4.26 1.55 1.23  -0.896
C 5.11 0.75 0.27  -0.244
N 4.65 -0.62 0.21  -0.273
C 5.29 -1.43 -0.82  -0.720
C 5.05 -1.05 -2.28  -0.494
O 3.71 -1.20 -2.69  -0.460
C 2.88 -0.07 -2.52  -0.430
H 0.98 1.31 1.02  0.160
H 2.05 -0.02 1.49  0.386
H 1.93 1.43 2.51  0.430
H 4.23 1.07 2.21  0.454
H 4.69 2.55 1.36  0.378
H 6.15 0.77 0.62  0.398
H 5.08 1.26 -0.70  0.178
H 3.65 -0.62 0.05  0.049
H 4.95 -2.46 -0.69  0.379
H 6.37 -1.43 -0.64  0.398
H 5.65 -1.73 -2.90  0.341
H 5.40 -0.03 -2.50  0.332
H 3.45 0.86 -2.63  0.288
H 2.39 -0.06 -1.54  0.067
H 2.11 -0.10 -3.28  0.342
C -2.97 5.63 -2.89  -0.730
O -2.58 5.14 -1.63  -0.363
C -2.60 3.72 -1.52  -0.899
C -1.21 3.19 -1.28  0.078
N -0.37 3.37 -2.45  -0.282
C 1.04 3.04 -2.25  -0.565
C 1.83 3.90 -1.27  -0.123
O 2.01 5.24 -1.70  -0.480
C 1.00 6.14 -1.32  -0.584
H -2.97 6.72 -2.83  0.243
H -2.28 5.32 -3.68  0.308
H -3.98 5.29 -3.16  0.353
H -3.03 3.27 -2.42  0.444
H -3.24 3.45 -0.67  0.360
H -1.27 2.12 -1.06  0.184
H -0.81 3.69 -0.39  0.196
H -0.44 4.34 -2.75  0.153
H 1.53 3.09 -3.22  0.316
H 1.10 2.00 -1.91  0.151
H 2.83 3.46 -1.19  0.190
H 1.41 3.87 -0.26  0.259
H 0.56 5.87 -0.35  0.261
H 0.20 6.21 -2.06  0.201
H 1.46 7.13 -1.23  0.295

Entry 2:
A structure of composition C36H39Cl5GeN3O2PTl. Source: the OMol25 dataset; level of theory: ωB97M-V/def2-TZVPD.

Summary:
**Expectation value of S²**: 0.756
**Highest occupied orbital energy (alpha / beta)**: -7.11 / -7.63 eV
**Lowest unoccupied orbital energy (alpha / beta)**: 0.34 / -1.41 eV
**Spin multiplicity**: 2

Each line ends with the Mulliken spin population.
Positions of all 88 atoms, in Å:
Tl 0.07 -0.31 -0.58  0.302
Cl 5.93 0.23 4.55  0.000
C 4.44 0.07 3.71  0.004
C 4.37 0.30 2.34  -0.002
Cl 5.79 0.74 1.47  0.000
C 3.16 0.18 1.67  0.004
Cl 3.08 0.49 -0.04  0.002
C 1.94 -0.14 2.32  -0.012
O 0.80 -0.18 1.73  -0.084
C 2.06 -0.39 3.71  0.007
Cl 0.63 -0.86 4.56  0.000
C 3.27 -0.28 4.38  -0.001
Cl 3.33 -0.58 6.08  0.000
C 1.04 4.44 4.18  0.025
C -0.12 4.91 3.58  -0.013
C -0.47 4.48 2.31  0.043
C 0.34 3.58 1.62  0.110
C 1.51 3.13 2.23  -0.014
C 1.86 3.55 3.50  -0.019
Ge -0.15 2.87 -0.13  0.364
C -1.76 3.78 -0.77  0.039
C -1.75 4.47 -1.98  0.037
C -2.87 5.16 -2.42  -0.016
C -4.02 5.17 -1.65  0.027
C -4.05 4.48 -0.44  -0.021
C -2.94 3.79 -0.01  0.026
C 1.29 3.22 -1.41  0.098
C 2.34 4.09 -1.09  0.039
C 3.34 4.35 -2.02  -0.006
C 3.32 3.74 -3.26  0.016
C 2.29 2.87 -3.59  -0.014
C 1.29 2.61 -2.67  0.054
H 1.31 4.77 5.18  0.001
H -0.75 5.62 4.11  0.001
H -1.38 4.86 1.86  0.005
H 2.16 2.44 1.70  0.004
H 2.77 3.18 3.96  0.000
H -0.85 4.48 -2.59  0.004
H -2.84 5.69 -3.36  -0.001
H -4.90 5.71 -1.99  0.002
H -4.95 4.49 0.16  -0.001
H -2.98 3.24 0.92  0.003
H 2.37 4.57 -0.12  0.006
H 4.15 5.03 -1.76  0.000
H 4.11 3.94 -3.98  0.001
H 2.28 2.39 -4.56  -0.001
H 0.49 1.92 -2.93  0.008
O -2.26 0.21 0.37  -0.098
P -3.25 -0.35 1.34  0.001
N -3.00 -1.97 1.55  -0.001
C -1.61 -2.47 1.72  0.009
C -1.66 -3.44 2.91  0.003
C -2.99 -3.13 3.60  0.000
C -3.88 -2.77 2.42  0.000
N -3.21 0.56 2.71  -0.002
C -2.00 1.32 3.10  0.041
C -2.51 2.20 4.23  -0.001
C -3.47 1.26 4.95  0.000
C -4.19 0.52 3.81  0.000
N -4.85 -0.33 0.91  -0.001
C -5.25 -1.20 -0.22  -0.001
C -6.40 -0.45 -0.88  0.000
C -6.02 1.01 -0.67  0.000
C -5.51 1.00 0.76  0.001
H -0.93 -1.64 1.92  -0.001
H -1.28 -2.98 0.81  -0.002
H -0.81 -3.31 3.56  0.000
H -1.66 -4.48 2.56  0.000
H -2.89 -2.27 4.26  0.000
H -3.38 -3.97 4.18  0.000
H -4.78 -2.21 2.67  0.000
H -4.19 -3.68 1.89  0.000
H -1.61 1.87 2.25  0.033
H -1.21 0.66 3.45  -0.012
H -3.06 3.06 3.82  0.000
H -1.71 2.57 4.86  0.001
H -4.18 1.76 5.61  0.000
H -2.90 0.54 5.55  0.000
H -5.10 1.05 3.52  0.000
H -4.46 -0.49 4.09  0.000
H -5.53 -2.19 0.13  0.000
H -4.42 -1.31 -0.93  0.000
H -7.34 -0.67 -0.35  0.000
H -6.53 -0.73 -1.93  0.000
H -6.85 1.70 -0.81  0.000
H -5.22 1.30 -1.35  0.000
H -6.34 1.07 1.47  0.000
H -4.81 1.80 0.97  0.000